Entry 1:
C49H136O41S19 | ωB97M-V/def2-TZVPD

Positions of all 245 atoms, in Å:
O 6.260 -2.842 -1.495
S 7.044 -1.973 -0.647
O 7.814 -0.789 -1.059
O 6.015 -1.463 0.521
C 4.889 -2.354 0.873
C 4.303 -1.806 2.202
C 8.264 -3.072 0.355
H 5.261 -3.373 0.973
H 4.103 -2.299 0.120
H 4.075 -0.748 2.330
H 4.912 -2.222 3.004
H 3.409 -2.392 2.415
H 9.037 -3.264 -0.389
H 7.785 -4.016 0.617
H 8.595 -2.391 1.139
O -4.348 0.638 -1.817
S -4.364 -0.370 -2.863
O -4.673 -1.735 -2.453
O -5.384 0.133 -4.026
C -6.756 -0.317 -4.065
C -6.853 -1.861 -4.274
C -2.805 -0.415 -3.842
H -7.327 0.209 -4.829
H -7.034 0.071 -3.085
H -6.675 -2.478 -3.393
H -6.263 -2.172 -5.136
H -7.889 -2.150 -4.446
H -2.735 0.596 -4.243
H -2.801 -0.847 -4.842
H -1.956 -0.763 -3.253
O -1.169 -6.427 -2.631
S -2.522 -6.516 -2.143
O -2.912 -7.315 -0.962
O -3.152 -4.951 -2.027
C -3.095 -4.364 -0.784
C -4.429 -4.011 -0.187
C -3.734 -6.983 -3.441
H -2.540 -3.445 -0.974
H -2.474 -4.954 -0.111
H -4.983 -4.903 0.104
H -5.225 -3.575 -0.792
H -4.370 -3.439 0.739
H -3.840 -6.125 -4.104
H -4.598 -7.228 -2.824
H -3.271 -7.840 -3.931
O 3.225 -3.631 -7.120
S 4.286 -2.766 -7.585
O 3.955 -1.810 -8.605
O 4.961 -2.025 -6.252
C 5.280 -2.873 -5.108
C 4.386 -2.616 -3.977
C 5.758 -3.847 -8.051
H 6.285 -2.567 -4.819
H 5.479 -3.920 -5.339
H 4.855 -1.805 -3.421
H 4.470 -3.536 -3.397
H 3.361 -2.423 -4.295
H 5.669 -4.006 -9.125
H 5.641 -4.735 -7.430
H 6.688 -3.347 -7.782
O 0.273 -0.651 7.885
S -0.087 0.743 7.926
O 0.949 1.759 7.886
O -1.035 0.997 6.568
C -0.504 0.750 5.308
C -0.899 -0.622 4.827
C -1.244 1.080 9.348
H 0.566 0.940 5.226
H -0.933 1.453 4.593
H -1.950 -0.707 5.099
H -0.261 -1.356 5.320
H -0.755 -0.738 3.752
H -1.984 0.284 9.269
H -1.660 2.073 9.177
H -0.586 0.918 10.202
O 1.005 -0.224 -5.959
S 0.278 0.944 -6.558
O -0.458 1.978 -5.760
O 1.350 1.900 -7.559
C 2.259 1.170 -8.420
C 3.639 1.778 -8.359
C -0.885 0.376 -7.895
H 1.971 1.248 -9.468
H 2.375 0.116 -8.168
H 4.299 1.095 -8.893
H 3.949 1.957 -7.329
H 3.687 2.799 -8.738
H -1.786 0.054 -7.374
H -0.513 -0.587 -8.244
H -0.952 1.201 -8.605
O -3.204 2.464 2.434
S -4.636 2.248 2.649
O -5.661 2.821 1.805
O -4.957 0.638 2.789
C -6.263 0.109 2.475
C -6.096 -0.364 1.072
C -5.130 2.812 4.297
H -7.131 0.765 2.550
H -6.545 -0.559 3.289
H -7.093 -0.400 0.631
H -5.613 -1.338 0.998
H -5.514 0.383 0.533
H -4.449 3.596 4.629
H -5.283 1.994 5.001
H -6.105 3.297 4.275
O -0.127 -4.220 5.887
S 1.191 -4.567 6.522
O 1.404 -4.884 7.977
O 2.102 -5.611 5.570
C 1.365 -6.610 4.853
C 2.465 -7.345 4.070
C 2.334 -3.174 6.275
H 0.628 -6.110 4.225
H 0.954 -7.351 5.539
H 2.902 -6.662 3.342
H 1.956 -8.117 3.492
H 3.196 -7.905 4.653
H 3.364 -3.389 6.560
H 1.914 -2.380 6.891
H 2.383 -2.965 5.206
O -0.077 9.186 4.604
S 0.731 8.112 5.188
O 0.998 7.933 6.630
O 0.256 6.600 4.606
C -0.584 6.609 3.471
C -1.074 5.195 2.941
C 2.407 8.107 4.292
H -0.068 7.107 2.650
H -1.488 7.193 3.642
H -1.612 5.471 2.033
H -1.701 4.685 3.672
H -0.262 4.474 2.848
H 2.176 8.268 3.239
H 2.938 7.188 4.539
H 3.025 8.965 4.558
O -0.984 4.976 -1.605
S -2.300 4.506 -1.913
O -3.492 5.383 -2.005
O -2.335 3.687 -3.290
C -2.545 4.338 -4.563
C -1.457 5.459 -4.930
C -2.596 3.120 -0.669
H -3.559 4.709 -4.718
H -2.443 3.666 -5.415
H -1.784 6.014 -5.809
H -0.463 5.039 -5.084
H -1.291 6.162 -4.114
H -1.877 2.316 -0.825
H -3.565 2.656 -0.850
H -2.649 3.492 0.354
O 4.380 3.836 3.763
S 3.508 3.182 4.735
O 2.443 2.240 4.398
O 4.583 2.365 5.757
C 4.907 1.060 5.344
C 3.922 0.022 5.989
C 2.945 4.366 6.117
H 5.914 0.823 5.687
H 5.048 0.948 4.269
H 4.222 -0.162 7.020
H 4.013 -0.942 5.488
H 2.879 0.340 6.000
H 1.951 4.774 5.931
H 3.632 5.202 5.992
H 3.098 3.779 7.022
C -5.872 3.276 -1.906
S -6.599 4.851 -2.452
O -7.551 4.431 -3.570
C -7.617 5.387 -0.973
H -5.700 3.169 -0.835
H -4.986 3.013 -2.484
H -6.622 2.502 -2.070
H -7.841 6.450 -1.071
H -7.220 5.223 0.029
H -8.513 4.771 -0.900
C 5.531 1.651 0.977
S 5.871 2.078 -0.829
O 5.262 3.456 -1.060
C 7.650 2.572 -0.585
H 6.247 0.962 1.425
H 4.626 1.053 1.084
H 5.216 2.553 1.502
H 7.790 3.269 0.242
H 7.963 3.176 -1.437
H 8.281 1.686 -0.524
C 2.018 7.061 -0.005
S 2.076 5.446 -0.747
O 3.220 5.358 -1.763
C 2.575 4.375 0.610
H 2.999 7.398 0.327
H 1.371 7.045 0.872
H 1.579 7.775 -0.702
H 1.995 4.520 1.522
H 3.642 4.286 0.815
H 2.249 3.383 0.298
C -1.906 -4.173 -4.972
S -2.332 -4.049 -6.731
O -2.281 -2.574 -6.996
C -0.528 -4.427 -7.207
H -1.026 -3.539 -4.865
H -1.570 -5.191 -4.779
H -2.716 -3.904 -4.294
H -0.231 -4.181 -8.226
H -0.416 -5.503 -7.070
H 0.159 -3.908 -6.539
C 1.062 -0.023 1.226
S 0.037 0.369 -0.269
O 0.711 -0.397 -1.378
C -1.492 -0.532 0.134
H 0.518 0.398 2.072
H 1.983 0.555 1.302
H 1.170 -1.106 1.166
H -1.487 -1.604 -0.064
H -2.492 -0.206 -0.153
H -1.628 -0.385 1.205
C -0.866 -3.884 2.460
S 0.052 -3.652 0.850
O 1.417 -3.213 1.495
C 0.214 -5.470 0.560
H -1.773 -4.440 2.219
H -1.197 -2.854 2.596
H -0.317 -4.333 3.287
H 0.754 -5.791 1.451
H 0.584 -5.912 -0.365
H -0.779 -5.918 0.573
C 3.040 0.472 -3.123
S 2.729 2.120 -3.873
O 3.686 3.069 -3.161
C 1.001 2.450 -3.188
H 3.267 0.486 -2.057
H 3.845 0.137 -3.778
H 2.218 -0.222 -3.297
H 0.620 3.361 -3.651
H 1.105 2.625 -2.117
H 0.245 1.665 -3.212
C -3.856 -3.757 5.913
S -4.806 -2.619 4.745
O -3.890 -1.647 3.995
C -5.286 -3.895 3.502
H -4.527 -4.541 6.265
H -3.477 -3.090 6.687
H -2.990 -4.261 5.483
H -6.159 -4.318 3.999
H -4.548 -4.680 3.341
H -5.593 -3.589 2.502

The total charge is 0.

Entry 2:
C49H25F15GeN4O2STi | ωB97M-V/def2-TZVPD

Positions of all 98 atoms, in Å:
Ti 0.747 -0.881 1.058
C -1.351 -2.233 4.765
C -0.636 -1.491 3.686
N -0.150 -2.033 2.608
N -0.180 -3.386 2.445
C 0.577 -3.688 1.411
O 1.182 -2.796 0.700
C 0.788 -5.113 1.079
C 1.582 -5.446 -0.013
C 1.796 -6.777 -0.334
C 1.216 -7.779 0.431
C 0.420 -7.449 1.520
C 0.205 -6.120 1.845
C -0.390 -0.057 3.766
C -0.730 0.703 4.881
C -0.362 2.033 4.925
C 0.347 2.573 3.862
C 0.631 1.769 2.778
N 0.265 0.484 2.714
H -1.375 -3.291 4.524
H -2.375 -1.862 4.860
H -0.855 -2.096 5.727
H 2.025 -4.654 -0.599
H 2.415 -7.032 -1.184
H 1.384 -8.818 0.178
H -0.033 -8.229 2.117
H -0.411 -5.848 2.689
H -1.266 0.248 5.700
H -0.613 2.643 5.783
H 0.667 3.604 3.861
H 1.156 2.163 1.918
C 3.918 -1.641 4.205
C 5.022 -1.074 3.586
C 4.873 -0.465 2.353
C 3.617 -0.413 1.743
C 2.493 -1.003 2.343
C 2.675 -1.603 3.585
C 3.478 0.141 0.379
C 4.455 0.994 -0.193
C 4.353 1.338 -1.504
C 3.308 0.811 -2.299
C 3.242 0.991 -3.697
C 2.246 0.398 -4.419
C 1.266 -0.376 -3.767
C 1.295 -0.550 -2.411
C 2.325 0.035 -1.651
N 2.403 -0.226 -0.307
H 4.028 -2.130 5.165
H 5.996 -1.120 4.053
H 5.747 -0.057 1.863
H 1.841 -2.078 4.089
H 5.266 1.365 0.413
H 5.085 1.991 -1.962
H 4.001 1.590 -4.184
H 2.210 0.513 -5.495
H 0.483 -0.843 -4.347
H 0.553 -1.156 -1.910
F -3.364 2.441 0.782
C -3.070 3.655 0.294
C -2.348 3.764 -0.885
C -2.122 5.047 -1.349
F -1.468 5.253 -2.501
C -2.561 6.171 -0.670
F -2.317 7.395 -1.145
C -3.258 6.020 0.513
F -3.683 7.093 1.182
C -3.521 4.751 1.000
F -4.209 4.605 2.136
Ge -1.607 2.100 -1.670
S -0.372 1.364 -0.075
C -0.602 2.560 -3.314
C 0.573 3.290 -3.196
F 0.986 3.698 -1.993
C 1.349 3.635 -4.283
F 2.487 4.318 -4.128
C 0.952 3.244 -5.548
F 1.701 3.550 -6.608
C -0.210 2.514 -5.710
F -0.585 2.127 -6.932
C -0.964 2.183 -4.598
F -2.082 1.473 -4.818
C -3.147 0.955 -2.154
C -4.474 1.334 -2.064
F -4.806 2.580 -1.703
C -5.512 0.460 -2.337
F -6.782 0.857 -2.227
C -5.228 -0.836 -2.725
F -6.220 -1.684 -2.991
C -3.913 -1.245 -2.852
F -3.635 -2.481 -3.261
C -2.907 -0.343 -2.574
F -1.653 -0.731 -2.781
C -2.677 -0.738 1.269
C -1.362 -1.153 0.680
O -1.227 -1.866 -0.287
H -3.193 -1.631 1.631
H -3.285 -0.281 0.487
H -2.543 -0.020 2.075

As for the energy above the lowest of the compared OMol25 structures with the same formula, charge and spin: 0.0 kcal/mol. The total charge is 0.

no.,frontier orbital gap (eV),F_max (eV/Å),energy (eV)
1,6.84,4.184,-342813.9754
2,6.91,1.004,-192503.5044